17 unconnected molecules or ions with the total composition C66H174N8O25, computed with ωB97M-V with the def2-TZVPD basis set.

Structure (XYZ):
```
273
Properties=species:S:1:pos:R:3:forces:R:3
C 8.387933 -8.211742 -28.836009 -0.2 0.2 -1.1
C 8.053277 -9.657219 -29.109732 1.6 -0.4 -0.5
O 6.734549 -9.950320 -28.874042 -1.4 0.6 1.2
H 9.306681 -8.017289 -29.389361 0.3 0.3 0.3
H 8.478283 -7.905520 -27.793815 0.1 -0.4 0.1
H 7.627354 -7.582719 -29.298558 -0.1 0.1 0.0
H 8.802589 -10.269293 -28.607747 -0.2 -0.4 1.1
H 8.291416 -9.986050 -30.121295 0.1 0.8 -0.8
H 6.560089 -10.887875 -28.984348 -0.1 -0.4 -0.3
C 5.094039 -10.109188 -25.653400 0.2 0.4 0.6
C 5.710114 -8.775281 -26.036840 0.3 -0.3 0.4
O 5.795338 -8.008479 -24.839131 -0.4 0.1 0.7
H 5.677869 -10.492650 -24.816619 0.0 -0.2 0.0
H 5.077136 -10.862600 -26.440916 -0.1 0.3 -0.1
H 4.099814 -9.901962 -25.257570 -0.2 -0.3 -0.2
H 5.059747 -8.267267 -26.748915 0.4 0.0 -0.4
H 6.739180 -8.929115 -26.361589 -0.3 0.0 -0.8
H 6.340867 -7.228164 -24.962042 0.0 0.0 -0.2
C 9.818846 -14.799044 -24.338483 -0.4 -0.1 -0.4
C 9.430455 -16.212766 -23.911349 0.2 2.3 -0.9
O 9.767143 -16.260808 -22.543954 -0.2 -1.3 -0.2
H 9.609720 -14.708448 -25.404396 0.2 0.2 -0.2
H 10.858919 -14.559543 -24.117168 0.0 -0.2 -0.2
H 9.195145 -14.060777 -23.834445 0.0 0.0 0.2
H 9.922790 -16.911955 -24.587257 0.3 -0.4 0.5
H 8.360610 -16.278959 -24.109196 -0.3 -0.4 0.3
H 9.682273 -17.196510 -22.346847 0.1 -0.1 0.8
C 18.388653 -9.273680 -29.591223 -1.6 -0.5 -0.1
C 19.299331 -10.411426 -29.873889 1.9 -0.5 0.0
O 19.228661 -11.436319 -28.916890 -0.9 -0.8 -0.6
H 18.607525 -8.364574 -30.151337 -0.1 0.0 0.1
H 18.217847 -9.108377 -28.527461 0.7 0.3 0.1
H 17.429301 -9.700943 -29.883092 -0.6 0.6 -0.3
H 20.337735 -10.082854 -29.917004 0.3 0.3 -0.1
H 19.131559 -10.884977 -30.841203 -0.3 0.2 -0.1
H 19.524295 -11.046865 -28.090743 0.5 0.4 0.6
C 9.262371 -11.115077 -21.129306 -0.5 0.6 0.1
C 10.152067 -10.357885 -20.117459 -1.0 -0.6 -1.7
O 10.901241 -11.283317 -19.401098 1.2 -0.4 0.7
H 9.785868 -11.874804 -21.709712 0.4 -0.1 0.4
H 8.884222 -10.432063 -21.889949 -0.3 0.2 0.1
H 8.413233 -11.585674 -20.633711 -0.1 -0.1 0.0
H 9.575466 -9.743418 -19.426045 -0.2 0.3 -0.2
H 10.776376 -9.738267 -20.761203 0.5 0.2 0.6
H 10.337231 -11.700338 -18.745674 0.0 0.0 0.0
C 16.117563 -13.184209 -29.689785 0.8 0.2 1.1
C 16.335421 -12.420588 -30.964072 0.0 0.6 1.3
O 15.663643 -13.119104 -31.958658 -0.3 -0.3 -1.4
H 16.602195 -14.159164 -29.741652 -0.3 -0.1 0.1
H 15.080062 -13.255538 -29.363286 -0.3 -0.3 -0.7
H 16.548752 -12.644187 -28.846839 0.5 0.1 0.0
H 17.376213 -12.248881 -31.238599 0.2 -0.4 0.3
H 15.935186 -11.419039 -30.806533 -0.4 0.4 -0.3
H 16.194448 -13.033568 -32.753971 -0.4 -0.2 -0.3
C 14.800510 -13.200064 -24.461772 1.0 -0.2 0.0
C 14.979182 -13.815021 -25.852269 -1.3 1.0 0.3
O 13.684652 -13.995966 -26.410165 0.2 -0.9 -0.5
H 14.474850 -12.162202 -24.531611 0.0 0.0 -0.2
H 15.793550 -13.209135 -24.012451 0.0 0.2 0.5
H 14.098334 -13.700330 -23.794845 0.1 -0.4 -0.3
H 15.533444 -14.750916 -25.922767 -0.3 -0.1 0.4
H 15.520896 -13.082802 -26.451028 0.3 0.1 -0.2
H 13.243600 -13.143699 -26.383664 0.0 0.5 0.1
C 11.088911 -15.230223 -28.407928 -0.8 -0.4 -0.7
C 9.870089 -16.137372 -28.561458 1.5 -0.2 -0.7
O 10.225364 -17.394836 -28.044674 -0.9 -1.0 0.9
H 10.805143 -14.380406 -29.028734 0.5 1.0 0.8
H 12.011974 -15.607996 -28.847638 -0.2 -0.4 -0.3
H 11.308603 -15.183448 -27.341317 -0.1 1.0 -0.1
H 9.562038 -16.253623 -29.600539 0.0 0.2 -0.3
H 9.004209 -15.706487 -28.058779 0.1 -0.3 0.5
H 10.851714 -17.841546 -28.618890 0.0 0.3 -0.1
C 13.017306 -11.107519 -32.816641 -0.4 0.5 0.0
C 12.441289 -11.423690 -31.436255 1.0 0.1 -1.2
O 12.724939 -12.808930 -31.201180 -1.2 0.5 0.6
H 12.858273 -10.081654 -33.148918 0.2 0.3 0.4
H 12.496048 -11.680426 -33.583557 0.3 -0.5 0.1
H 14.083042 -11.331980 -32.772787 0.0 0.0 -0.4
H 11.389194 -11.138863 -31.444567 -0.2 -0.8 0.4
H 12.939062 -10.791585 -30.700886 0.0 0.0 0.3
H 13.659810 -12.919792 -31.389115 0.3 -0.2 -0.2
C 11.560162 -3.746340 -25.660971 1.1 -0.8 -0.4
O 11.950911 -4.190863 -24.357124 1.3 0.9 -0.3
C 13.346872 -3.922763 -23.952755 -0.5 1.1 0.5
C 13.631856 -2.418926 -23.639653 -0.9 0.2 0.3
N 12.512485 -1.794031 -22.925199 0.8 0.8 0.1
C 12.324700 -0.334157 -23.176021 0.8 -0.5 0.0
C 13.577896 0.604228 -22.904355 -0.9 -1.4 0.4
O 14.433423 0.628854 -24.018557 0.3 0.2 -0.6
C 15.494639 1.570303 -23.894364 -0.2 -0.7 -0.4
H 11.639837 -2.682088 -25.882589 0.1 0.2 0.5
H 10.561635 -4.085517 -25.936668 -0.2 0.0 0.7
H 12.208237 -4.274241 -26.360558 0.2 0.2 -0.3
H 14.145271 -4.213777 -24.635377 -0.5 -0.4 -0.6
H 13.462923 -4.518066 -23.047087 -0.2 0.1 0.0
H 13.904353 -1.835963 -24.519422 -0.3 -0.2 -0.6
H 14.504459 -2.266147 -23.004570 0.2 -0.8 0.1
H 11.659533 -2.301950 -23.111198 -0.2 0.3 -0.1
H 11.468168 -0.079931 -22.551657 0.2 0.5 0.0
H 12.058173 -0.176528 -24.221117 -0.1 0.3 -0.3
H 14.117973 0.172295 -22.061827 0.1 0.0 0.4
H 13.316786 1.630339 -22.645485 -0.5 0.1 0.1
H 16.163745 1.392517 -24.736260 0.0 0.0 0.0
H 16.056210 1.399674 -22.975873 0.0 0.2 0.2
H 15.149963 2.601025 -23.977508 -0.2 0.1 0.3
C 11.834953 -7.126405 -27.844990 -0.2 0.3 -0.4
O 11.497689 -6.409108 -29.048731 0.2 0.5 1.1
C 10.771590 -5.208439 -28.747915 -0.6 -0.4 -1.8
C 10.202997 -4.702977 -30.093659 0.0 1.1 0.2
N 11.135160 -4.158635 -31.094446 0.4 -0.5 2.2
C 10.460164 -3.758377 -32.268973 0.5 -1.4 -1.6
C 11.451589 -3.212325 -33.302219 -0.5 0.6 0.3
O 12.551643 -4.073239 -33.607826 -0.3 0.7 -0.5
C 13.240739 -3.608153 -34.777920 0.5 -1.1 -0.2
H 12.374727 -6.477224 -27.155572 0.1 0.0 0.1
H 12.461210 -7.995021 -28.048521 -0.1 0.3 -0.4
H 10.928028 -7.482151 -27.356070 -0.2 0.0 0.1
H 11.282031 -4.404687 -28.217326 0.9 -0.2 -0.3
H 9.917849 -5.417412 -28.103291 -0.3 -0.4 0.1
H 9.574457 -3.834597 -29.896246 -0.3 0.0 0.5
H 9.515671 -5.431735 -30.523306 0.1 -0.6 -0.1
H 11.854073 -4.841017 -31.288405 0.1 0.0 -0.3
H 9.604328 -3.111647 -32.075603 0.4 0.6 0.1
H 9.995754 -4.626927 -32.735923 -0.4 -0.5 -0.3
H 11.816335 -2.276582 -32.878589 0.3 0.3 -0.2
H 10.893306 -3.010274 -34.216320 0.0 0.2 -0.2
H 12.727475 -3.780191 -35.723996 -0.9 0.2 0.1
H 14.104455 -4.255712 -34.928834 0.2 0.0 0.5
H 13.602535 -2.579970 -34.783770 -0.3 0.2 0.6
C 13.943806 -2.800432 -30.068124 0.7 1.0 1.8
O 15.106294 -3.271519 -29.302632 -1.1 0.0 -0.7
C 14.894903 -3.098624 -27.901820 1.1 -0.2 0.0
C 16.214688 -3.559291 -27.167496 -1.7 -0.8 -0.7
N 16.306196 -3.213799 -25.770210 -0.6 0.7 -0.8
C 16.665855 -1.816370 -25.614130 0.6 -1.2 1.7
C 17.185716 -1.769002 -24.142131 -0.2 1.3 -0.1
O 18.087145 -2.797097 -23.673366 -0.9 0.8 -0.7
C 19.371037 -2.727030 -24.217768 1.2 0.3 0.0
H 14.019967 -2.887477 -31.151975 0.3 -0.7 0.3
H 13.872489 -1.734556 -29.851505 0.1 0.5 -0.2
H 12.997384 -3.147115 -29.653182 0.1 -0.8 -0.4
H 14.099499 -3.750764 -27.541056 -0.3 -0.1 0.0
H 14.578676 -2.073020 -27.711434 0.2 0.3 0.2
H 17.082984 -3.255740 -27.752327 0.1 0.1 -0.1
H 16.087123 -4.641562 -27.190399 0.6 -0.2 -0.3
H 17.057389 -3.733543 -25.339308 0.0 -0.4 -0.2
H 15.810815 -1.148234 -25.716998 -0.1 0.0 0.2
H 17.408493 -1.523978 -26.356477 0.4 0.2 0.0
H 16.327220 -1.752491 -23.470707 0.1 -0.6 -0.1
H 17.583102 -0.762384 -24.012067 0.8 0.1 0.2
H 19.869084 -1.763599 -24.108983 -0.5 0.7 0.0
H 19.453744 -2.972150 -25.276615 -0.3 -0.2 -0.1
H 20.073761 -3.342594 -23.656194 -0.5 -0.6 0.1
C 17.932548 -10.145097 -23.650817 0.3 0.8 -0.4
O 17.779755 -10.067044 -25.068082 0.1 0.9 1.0
C 18.143632 -11.252459 -25.719837 -0.4 -0.1 0.3
C 19.669901 -11.423253 -25.814118 -1.7 -0.1 -0.7
N 20.252624 -10.323114 -26.593794 -1.1 -1.0 0.2
C 21.650375 -10.201348 -26.388481 1.3 1.7 -0.2
C 22.257226 -9.082304 -27.306147 0.9 -2.8 0.2
O 22.002670 -7.861268 -26.748271 -0.1 2.4 -1.2
C 22.701272 -6.851622 -27.524678 0.7 0.9 1.9
H 17.772766 -9.154421 -23.225211 -0.5 0.0 -0.2
H 18.970904 -10.333223 -23.377821 0.0 -0.6 0.1
H 17.222609 -10.858016 -23.231499 0.2 -0.1 0.1
H 17.548942 -11.194948 -26.631507 0.8 -0.2 -0.6
H 17.701556 -12.081185 -25.166751 0.2 -0.4 0.1
H 19.822083 -12.375095 -26.322975 0.3 0.0 -0.3
H 20.023157 -11.618219 -24.801547 0.5 0.6 0.2
H 19.840039 -9.436063 -26.342774 -0.4 0.0 0.2
H 22.152043 -11.168145 -26.430144 0.1 0.1 -0.4
H 21.788426 -9.786237 -25.390121 0.5 -0.2 0.5
H 21.966582 -9.194048 -28.350718 -0.8 0.1 -0.2
H 23.338491 -9.203057 -27.372393 0.4 -0.3 0.3
H 22.587526 -5.883550 -27.036836 -1.2 0.0 -0.2
H 22.543752 -6.754144 -28.598822 -0.6 -0.5 0.1
H 23.774530 -6.898427 -27.340192 0.4 -1.1 -0.3
C 20.400260 -0.738835 -27.298001 0.2 -0.3 0.4
O 19.677668 -1.879145 -27.721386 0.7 -0.1 -1.0
C 20.437526 -2.633168 -28.693305 -1.0 -1.5 -0.5
C 19.717936 -4.002464 -28.833996 0.3 1.6 0.4
N 19.958050 -4.750186 -27.628839 -0.1 -0.9 -0.4
C 19.314263 -6.062316 -27.741925 -0.7 0.1 1.8
C 19.048259 -6.578858 -26.316222 0.3 -0.4 0.1
O 18.017247 -5.844445 -25.674133 -0.6 0.7 0.3
C 17.768397 -6.103157 -24.271488 0.5 -0.2 -0.9
H 20.556927 0.014831 -28.069723 0.1 -0.2 -0.4
H 21.347992 -1.122903 -26.920658 0.4 0.5 0.1
H 19.886974 -0.222266 -26.486957 -0.3 -0.3 0.1
H 21.461925 -2.876780 -28.411605 0.1 0.4 0.6
H 20.497529 -2.199630 -29.691573 -0.3 0.7 0.1
H 20.032768 -4.575195 -29.706330 0.1 0.2 -0.1
H 18.656206 -3.762511 -28.890933 -0.3 -0.1 -0.6
H 19.516599 -4.205034 -26.902182 -0.2 -0.3 0.4
H 19.938143 -6.776578 -28.279247 0.2 0.0 0.1
H 18.345562 -6.037831 -28.241037 -0.2 0.2 -0.3
H 19.998734 -6.503517 -25.787985 0.1 0.1 0.4
H 18.771205 -7.632963 -26.301667 -0.1 -0.3 -0.2
H 17.035585 -5.400500 -23.874803 0.3 0.4 -0.3
H 18.718010 -6.019091 -23.743021 -0.1 0.0 0.3
H 17.312402 -7.079239 -24.105830 0.3 -0.3 -0.2
C 15.132140 -7.366747 -26.009057 0.2 -0.1 -0.2
O 14.281168 -8.379231 -26.529870 0.2 -0.6 -0.6
C 14.968764 -9.638720 -26.863375 0.3 1.6 0.7
C 14.106703 -10.534141 -27.693072 0.3 -0.6 -0.8
N 13.026985 -11.039382 -26.911970 -1.6 0.0 0.1
C 11.897669 -11.575684 -27.725613 0.3 1.3 0.4
C 10.673961 -11.809423 -26.870869 -0.2 -1.1 0.4
O 10.102092 -10.627780 -26.346131 0.7 0.3 0.0
C 8.924742 -10.765031 -25.560741 0.0 0.2 -0.8
H 15.447970 -7.537042 -24.979810 0.2 -0.6 0.0
H 14.660283 -6.386486 -25.941560 -0.7 -0.2 -0.4
H 15.989063 -7.229304 -26.668523 0.3 -0.1 0.1
H 15.255612 -10.043806 -25.892942 0.0 -0.6 -0.1
H 15.887141 -9.455968 -27.421293 0.2 0.4 0.0
H 14.682977 -11.364233 -28.101671 0.4 -0.1 0.2
H 13.714778 -10.044031 -28.584293 0.1 0.7 -0.2
H 12.699763 -10.163719 -26.529558 -0.7 -0.1 0.9
H 12.269444 -12.437807 -28.279359 -0.4 -0.4 0.2
H 11.536180 -10.872860 -28.476250 0.4 0.5 -0.4
H 10.952150 -12.489397 -26.065671 -0.2 -0.2 0.3
H 9.936806 -12.305403 -27.502301 -0.2 -0.3 -0.1
H 9.017552 -11.269084 -24.598749 0.6 0.0 0.1
H 8.157754 -11.305370 -26.115593 -0.2 -0.1 -0.2
H 8.588102 -9.736950 -25.427212 -0.1 -0.1 0.3
C 6.620135 -5.960847 -31.649066 0.1 0.5 0.4
O 6.141531 -7.255052 -31.446854 0.1 -0.7 1.5
C 5.554192 -7.897957 -32.538735 -0.4 1.5 -1.7
C 4.834668 -9.223387 -32.267715 0.7 1.5 0.3
N 5.801618 -10.180433 -31.856450 0.3 -1.8 -0.1
C 5.113709 -11.470645 -31.657559 1.9 -0.6 0.2
C 6.094237 -12.578403 -31.112856 -1.0 1.9 -0.5
O 6.276069 -12.401153 -29.726681 0.9 -1.3 0.4
C 7.305910 -13.295958 -29.268198 0.2 0.4 0.0
H 7.103686 -5.645703 -30.724430 0.1 -0.2 0.1
H 5.843133 -5.215711 -31.819763 -0.5 -0.1 -0.2
H 7.363100 -5.836586 -32.436893 0.1 -0.4 -0.4
H 6.323001 -7.914070 -33.311248 0.3 -1.1 -0.3
H 4.890977 -7.165395 -32.998715 -0.9 0.0 0.0
H 4.283098 -9.562069 -33.144737 0.2 0.1 -0.2
H 4.110631 -9.098357 -31.462586 -0.5 0.4 0.1
H 6.155694 -9.861591 -30.965900 0.2 0.0 0.3
H 4.828082 -11.853511 -32.637329 -0.4 0.2 -0.1
H 4.253629 -11.305721 -31.008598 -0.3 -0.5 0.1
H 7.065207 -12.403113 -31.576088 0.0 -0.2 -0.5
H 5.716190 -13.576887 -31.332440 0.0 -0.1 0.0
H 7.738453 -12.871532 -28.362188 -0.5 -0.4 0.4
H 8.183259 -13.366401 -29.911149 -0.1 0.4 -0.7
H 6.951900 -14.325133 -29.208372 -0.3 0.1 0.5
C 8.889178 -1.506547 -24.503101 0.3 0.4 -0.5
O 9.529151 -2.343491 -23.558873 -0.8 -0.1 0.2
C 8.554008 -3.147398 -22.874091 -0.5 -0.3 0.0
C 9.174909 -4.364531 -22.235143 -0.2 0.3 -0.3
N 9.632247 -5.239403 -23.279522 -0.2 -0.9 0.3
C 10.278378 -6.393131 -22.673815 0.8 -0.3 -0.6
C 10.852210 -7.354723 -23.698606 -0.4 -1.0 0.5
O 11.494634 -8.409042 -22.968407 0.6 -0.3 -0.1
C 12.149200 -9.344991 -23.860180 -1.4 0.8 0.2
H 8.313038 -2.059156 -25.245256 -0.3 -0.4 0.2
H 9.599369 -0.950138 -25.114763 0.6 -0.2 0.4
H 8.264347 -0.735327 -24.052654 -0.3 -0.1 0.3
H 7.817512 -3.496050 -23.598054 0.0 -0.2 -0.3
H 7.943934 -2.618005 -22.142207 0.4 0.7 0.2
H 8.460779 -4.929547 -21.636080 -0.5 0.2 -0.1
H 9.931681 -4.083919 -21.502579 0.6 0.3 0.0
H 10.298767 -4.737226 -23.848425 0.1 -0.2 0.2
H 9.612683 -6.947730 -22.012481 -0.3 0.1 -0.1
H 11.136838 -6.119448 -22.060419 0.2 0.3 0.4
H 11.547070 -6.856623 -24.374744 0.2 0.1 -0.1
H 10.056700 -7.828805 -24.273518 -0.2 0.2 -0.4
H 12.664502 -10.149808 -23.335929 0.4 0.6 0.4
H 12.738140 -8.726039 -24.537045 0.5 -0.6 -0.2
H 11.382674 -9.885200 -24.415799 -0.1 0.2 -0.4
```
Positions in Å, forces in eV/Å.

Calculated values
E = -4937.49936 hartree
lowest unoccupied orbital energy = 0.58 eV
HOMO level = -8.136 eV
ΔE to the lowest compared entry with this formula, charge and spin = 0.230 eV
total charge = 0

Löwdin atomic charge list, values in e, 5 entries: C -0.05; C -0.35; O -0.07; H 0.08; H 0.07